1.
ORCA calculation (the ωB97M-V functional and the def2-TZVPD basis) on C47H52BrCuGe2N5O4S2 as an isolated structure.

As for the orbital gap (alpha / beta): 0.266 / 0.190 Ha. For the total energy, the calculation gives -314606.892 eV. The HOMO energy (alpha / beta) comes out at -0.269 / -0.269 Eh. As for the expectation value of S²: 0.770. As for the multiplicity: 2.

Geometry as XYZ:
```
114
Properties=species:S:1:pos:R:3:mulliken_charge:R:1
Cu -0.4254 0.0535 0.1858 -1.62
C -3.9025 3.3016 -0.0302 -1.25
C -2.9651 2.1768 0.3796 -0.34
Ge -2.3210 0.7793 -0.9806 1.88
C -2.1637 1.5053 -2.8815 -0.64
C -3.1200 2.5969 -3.3363 -1.35
C -3.9726 -0.3483 -1.0815 -0.96
C -4.0081 -1.6848 -1.1362 1.34
Ge -2.1265 -2.4087 -0.9397 0.05
C -2.0309 -2.3001 1.1091 -0.10
C -2.9618 -3.3394 1.7108 -1.26
C -1.1753 -2.0928 -2.7469 -0.30
C -2.1230 -2.4443 -3.8821 -1.49
C -5.2188 -2.5045 -1.1726 0.58
C -6.4806 -1.9817 -0.8750 -0.53
C -7.6005 -2.7901 -0.8540 -0.82
C -7.4961 -4.1391 -1.1533 -0.41
C -6.2581 -4.6704 -1.4818 -0.97
C -5.1347 -3.8629 -1.4832 0.18
H -4.1711 3.9049 0.8378 0.37
H -4.8158 2.9079 -0.4688 0.30
H -3.4333 3.9570 -0.7588 0.17
H -3.4477 1.5873 1.1639 0.42
H -2.0666 2.6071 0.8314 0.10
H -2.2940 0.6366 -3.5285 0.47
H -1.1370 1.8502 -3.0077 0.51
H -4.1535 2.3253 -3.1391 0.32
H -3.0168 2.7626 -4.4085 0.38
H -2.9069 3.5348 -2.8303 0.22
H -4.9159 0.1892 -1.0660 0.31
H -2.3809 -1.3070 1.3912 0.00
H -1.0120 -2.4387 1.4567 0.08
H -3.9840 -3.1696 1.3732 0.28
H -2.9422 -3.2719 2.7978 0.41
H -2.6624 -4.3430 1.4170 0.25
H -0.2889 -2.7210 -2.7719 0.51
H -0.8514 -1.0565 -2.8170 0.25
H -2.5185 -3.4504 -3.7568 0.33
H -1.6044 -2.4032 -4.8391 0.38
H -2.9621 -1.7533 -3.9123 0.29
H -6.5927 -0.9356 -0.6401 0.40
H -8.5627 -2.3650 -0.5992 0.39
H -8.3711 -4.7738 -1.1246 0.39
H -6.1744 -5.7193 -1.7344 0.39
H -4.1619 -4.2792 -1.7197 0.37
Br -0.9003 0.8123 5.7486 -0.17
C 0.1291 0.1004 4.3239 -0.37
C 1.2833 -0.6350 4.5707 -0.35
C 1.9840 -1.1158 3.4809 -1.03
C 1.5049 -0.8768 2.1980 -0.90
N 0.3873 -0.1835 1.9822 2.02
C -0.2818 0.3147 3.0211 -0.70
H 1.5998 -0.8252 5.5851 0.48
H 2.8974 -1.6740 3.6005 0.60
H 1.9937 -1.3165 1.3437 0.95
H -1.1748 0.8873 2.8054 0.46
C 4.7939 3.2445 4.2410 -1.58
C 3.8479 4.1552 3.5216 0.18
C 2.6949 3.6631 2.9299 -0.20
C 1.8351 4.4830 2.2224 -0.11
C 2.1168 5.8382 2.0913 0.07
N 1.2962 6.7500 1.4156 -0.01
C 0.1242 6.6038 0.7182 0.27
O -0.7013 7.4944 0.7112 -0.70
N -0.1052 5.4344 0.0262 0.09
C 0.7678 4.5733 -0.6279 -0.45
C 2.1169 4.8399 -0.8464 -0.31
C 2.8739 3.8975 -1.5163 -0.26
C 2.2734 2.7196 -1.9355 -1.24
N 0.9836 2.4744 -1.7641 0.13
C 0.2575 3.3793 -1.1417 0.44
C 3.2587 6.3465 2.7107 -0.83
C 4.1079 5.5164 3.4122 -0.68
H 4.3106 2.3019 4.4849 0.31
H 5.1580 3.7064 5.1562 0.47
H 5.6520 3.0298 3.6038 0.27
H 2.4648 2.6116 3.0108 0.56
H 0.9448 4.0569 1.7909 0.78
H 1.4150 7.7081 1.7235 0.25
H -1.0779 5.3294 -0.2337 0.15
H 2.5619 5.7629 -0.5143 0.51
H 3.9151 4.0896 -1.7210 0.52
H 2.8386 1.9518 -2.4447 0.43
H -0.7964 3.1566 -1.0385 -0.05
H 3.4757 7.4040 2.6422 0.39
H 4.9852 5.9311 3.8871 0.43
O -1.7303 -4.4120 -1.0212 -0.61
C -0.4785 -4.4483 -0.8104 0.40
N 0.1981 -3.4004 -0.4637 -0.17
S 1.8143 -3.7249 -0.3935 1.17
O 2.4902 -3.0590 -1.4684 -0.72
O 2.3059 -3.4667 0.9324 -0.69
C 1.6552 -5.4719 -0.7566 -0.03
C 2.5790 -6.4775 -0.9082 -0.49
C 2.1143 -7.7277 -1.3071 -0.60
C 0.7664 -7.9401 -1.5572 -0.66
C -0.1595 -6.9190 -1.4036 -0.48
C 0.3039 -5.6820 -0.9882 -0.27
H 3.6295 -6.3079 -0.7300 0.50
H 2.8174 -8.5378 -1.4331 0.40
H 0.4423 -8.9145 -1.8874 0.42
H -1.2090 -7.0617 -1.6118 0.57
S 3.1273 1.2079 0.8382 0.59
C 4.5409 0.6001 0.0398 -0.09
C 4.5895 -0.7314 -0.3789 -0.06
C 5.7172 -1.2171 -1.0076 -0.56
C 6.8123 -0.3923 -1.2198 -0.47
C 6.7627 0.9348 -0.8147 -0.66
C 5.6378 1.4366 -0.1919 -0.53
H 3.7403 -1.3784 -0.2274 0.21
H 5.7287 -2.2437 -1.3411 0.46
H 7.6985 -0.7803 -1.7038 0.38
H 7.6098 1.5829 -0.9890 0.40
H 5.5914 2.4682 0.1274 0.50
```

2.
ORCA calculation (the ωB97M-V functional and the def2-TZVPD basis) on a 7-piece molecular cluster, C13H26Cl10O2 overall.

As for the orbital gap: 0.345 Ha. For the total energy, the calculation gives -143220.990 eV. Its SMILES is C1CCOC1.C1CCOC1.ClCCl.ClCCl.ClCCl.ClCCl.ClCCl. The HOMO energy comes out at -0.344 Eh.

Geometry as XYZ:
```
51
Properties=species:S:1:pos:R:3:mulliken_charge:R:1
C -0.7786 -0.6471 2.1353 -0.39
C -0.7257 -2.1282 1.7869 -0.47
C 0.0144 -2.0215 0.4522 -0.09
O -0.4650 -0.8366 -0.1614 -0.18
C -1.1736 -0.0478 0.8023 0.43
H 0.2636 -0.3177 2.2711 0.00
H -1.3255 -0.3133 3.0132 0.50
H -1.7165 -2.5603 1.6126 0.26
H -0.2327 -2.7484 2.5342 0.11
H -0.1321 -2.9004 -0.1708 0.30
H 1.0886 -1.9203 0.6704 -0.24
H -2.2431 -0.1597 0.5839 0.19
H -0.8903 1.0006 0.7305 -0.40
C -1.3921 3.1930 -3.6754 -0.29
C -0.1973 3.2090 -2.7099 -0.55
C -0.2342 1.7774 -2.1822 0.55
O -0.6221 0.9615 -3.2842 -0.36
C -1.3402 1.7545 -4.2285 -0.56
H -1.3094 3.9292 -4.4707 0.39
H -2.2902 3.3691 -3.0817 -0.05
H -0.3282 3.9061 -1.8808 0.29
H 0.7691 3.4059 -3.1777 0.30
H -1.0141 1.7042 -1.4090 -0.37
H 0.6937 1.3689 -1.7916 0.05
H -2.3320 1.3350 -4.3892 0.30
H -0.7964 1.7616 -5.1783 0.28
Cl -2.4495 -2.2685 -4.4041 -0.19
C -1.5268 -2.5111 -2.9230 0.27
Cl -2.3270 -3.6671 -1.8694 -0.18
H -0.5448 -2.8941 -3.1767 0.26
H -1.4109 -1.5554 -2.4238 -0.19
Cl 2.4739 -0.6187 -1.4939 -0.05
C 3.8427 -0.7792 -0.4217 -0.32
Cl 4.4616 -2.4382 -0.3574 -0.16
H 4.6497 -0.1412 -0.7638 0.38
H 3.5534 -0.4747 0.5780 0.15
Cl -0.7677 3.6511 0.7657 -0.17
C -2.5081 3.6560 0.5059 -0.12
Cl -2.9366 4.3715 -1.0552 -0.17
H -2.8763 2.6385 0.4958 0.10
H -2.9377 4.2455 1.3042 0.39
Cl 1.4324 0.8140 6.6276 -0.17
C 0.9433 0.6224 4.9517 -0.12
Cl 0.0446 2.0176 4.3532 -0.13
H 1.8173 0.5076 4.3220 0.22
H 0.3129 -0.2549 4.8708 0.21
Cl 1.6300 -4.6768 3.7348 -0.17
C 3.1186 -4.0589 3.0540 0.30
Cl 4.1962 -5.3427 2.5164 -0.16
H 2.8826 -3.4366 2.1976 -0.25
H 3.6359 -3.4809 3.8104 0.28
```

3.
ORCA calculation (the ωB97M-V functional and the def2-TZVPD basis) on C48H55EuN6O3SSi as an isolated structure.

As for the orbital gap (alpha / beta): 0.284 / 0.284 Ha. For the total energy, the calculation gives -103791.523 eV. The HOMO energy (alpha / beta) comes out at -0.275 / -0.275 Eh. As for the expectation value of S²: 12.015. As for the multiplicity: 7.

Geometry as XYZ:
```
115
Properties=species:S:1:pos:R:3:mulliken_charge:R:1
Eu -0.1859 0.4292 0.3238 0.31
C 2.8127 1.0711 5.1582 -0.98
N 2.2197 -0.0270 4.4621 0.40
C 1.8247 -1.0916 5.3828 -1.01
C 2.1596 -0.1587 3.1427 0.77
O 2.3765 0.7806 2.3577 -0.47
C 1.6979 -1.4833 2.5499 -1.84
O 1.3922 -1.3491 1.1681 0.60
C 2.4137 -1.7884 0.2742 -1.31
C 1.9159 -1.7772 -1.1679 0.28
O 0.7316 -1.5566 -1.3885 -0.15
N 2.8398 -1.9333 -2.1173 0.33
C 2.4977 -1.5202 -3.4644 -0.74
C 4.2342 -2.0366 -1.8433 -1.10
H 3.3174 1.6789 4.4364 0.23
H 3.5320 0.7364 5.8993 0.39
H 2.0983 1.6731 5.7746 0.28
H 1.7559 -2.0806 4.9824 0.32
H 0.8350 -0.7967 5.8266 0.23
H 2.5234 -1.2071 6.1909 0.39
H 0.7984 -1.8691 3.0926 0.30
H 2.5006 -2.1094 2.7853 0.89
H 2.7749 -2.8052 0.5357 0.71
H 3.2865 -1.0803 0.2736 0.05
H 2.7118 -2.2750 -4.2692 0.35
H 3.1415 -0.6770 -3.7287 0.35
H 1.4728 -1.1043 -3.4006 0.10
H 4.3694 -2.9626 -1.2612 0.29
H 4.5845 -1.1357 -1.3346 0.16
H 4.6604 -2.2436 -2.8074 0.52
C -4.6365 -2.8748 -3.6499 -1.41
C -3.3197 -2.8103 -4.3029 0.56
C -3.1419 -2.8159 -5.6315 -0.28
C -1.8715 -2.7611 -6.2323 -0.80
C -0.7676 -2.8250 -5.4628 -0.79
C -0.9202 -2.7820 -4.0235 0.12
C -2.1618 -2.7152 -3.4999 -0.44
N -2.3631 -2.5944 -2.0987 0.60
C -2.2279 -1.3288 -1.5313 -0.41
N -2.3589 -0.2335 -2.3484 0.06
C -2.7461 1.0578 -1.8816 0.09
C -2.0548 1.6187 -0.8029 0.38
C -2.5292 2.8626 -0.3870 -0.16
C -3.5859 3.5437 -1.0731 -1.14
C -4.1615 2.9737 -2.2213 -0.69
C -3.7447 1.7151 -2.6080 1.30
C -4.4309 1.0821 -3.8609 -1.47
N -2.1129 -1.1708 -0.2397 0.62
C -2.3031 -2.3407 0.5895 -0.85
C -1.2288 -3.2036 0.8545 0.27
C -1.4381 -4.3058 1.6820 -1.14
C -2.6509 -4.5822 2.2111 -1.09
C -3.7272 -3.7523 1.9093 -0.87
C -3.5681 -2.5958 1.1057 1.13
C -4.7659 -1.7336 0.7517 -1.12
H -5.3850 -3.4971 -4.1348 0.49
H -4.9584 -1.8857 -3.5614 0.22
H -4.6563 -3.1943 -2.6076 0.23
H -4.0968 -2.7787 -6.2275 0.33
H -1.8720 -2.8797 -7.3089 0.36
H 0.2747 -2.9189 -5.7836 0.37
H -0.0588 -2.6960 -3.3700 0.53
H -1.8360 -3.2968 -1.5771 0.45
H -2.4055 -0.3732 -3.3088 0.31
H -2.1119 3.3773 0.5674 0.07
H -3.9970 4.4757 -0.6677 0.39
H -4.9759 3.5739 -2.6523 0.32
H -5.4137 0.8087 -3.4175 0.28
H -3.9112 0.2210 -4.2352 0.16
H -4.4401 1.7954 -4.6821 0.43
H -0.2789 -2.9312 0.4467 0.59
H -0.5914 -4.9036 1.9080 0.50
H -2.9010 -5.4692 2.8164 0.37
H -4.7949 -4.0897 2.1371 0.26
H -4.7964 -0.7130 1.1532 0.20
H -5.7132 -2.1599 1.0810 0.49
H -4.8435 -1.6507 -0.3515 0.08
S -0.1645 4.0097 3.9142 -0.48
C 0.3097 4.7982 2.4745 1.34
C 0.7906 6.1116 2.3212 -0.74
C 1.2935 6.4864 1.0920 -0.63
C 1.2228 5.6082 0.0050 -0.68
C 0.7607 4.3754 0.1412 -0.51
C 0.3491 3.9431 1.4134 -1.16
N -0.1020 2.6538 1.7290 0.97
C -0.4195 2.5370 3.0102 0.38
C -0.8989 1.2961 3.5824 1.23
C -1.2164 1.3524 4.9478 -0.89
C -1.9107 0.3525 5.5419 -1.42
C -2.1150 -0.8046 4.8038 -1.25
C -1.5570 -0.9149 3.5075 -0.15
C -1.0505 0.1607 2.7391 0.87
H 0.8014 6.8731 3.1387 0.33
H 1.7282 7.4806 0.9174 0.38
H 1.6097 5.8615 -0.9841 0.39
H 0.7428 3.7132 -0.6989 0.51
H -0.8548 2.2679 5.5209 0.18
H -2.2966 0.4658 6.5525 0.33
H -2.5704 -1.6921 5.1335 0.58
H -1.7320 -1.8746 2.9601 0.20
C 5.8312 1.0284 0.2368 -1.03
Si 4.8574 1.8514 -1.0900 0.18
C 4.9721 3.6058 -0.6268 -0.97
C 5.6311 1.5847 -2.7998 -1.17
C 3.0993 1.3734 -1.0768 -0.03
C 1.9674 1.0988 -0.7479 -0.06
H 6.4149 1.7354 0.8701 0.38
H 6.3948 0.1972 -0.0608 0.51
H 5.1777 0.4834 0.9537 0.07
H 5.9638 3.9664 -0.2839 0.34
H 4.3851 3.5676 0.3245 0.13
H 4.4808 4.2369 -1.3438 0.29
H 6.6401 1.9047 -2.6668 0.38
H 5.1932 2.1863 -3.5861 0.33
H 5.5581 0.5749 -3.1718 0.32
```

4.
ORCA calculation (the ωB97M-V functional and the def2-TZVPD basis) on an isolated ion of composition C22H28NO3 and charge -1.

As for the orbital gap: 0.231 Ha. For the total energy, the calculation gives -30898.910 eV. Its SMILES is CC(C)(C)c1cccc(C(C)(C)C)c1O[C@@H](C=[N+]([O-])[O-])c1ccccc1. The HOMO energy comes out at -0.127 Eh. Its total charge is -1.

Geometry as XYZ:
```
54
Properties=species:S:1:pos:R:3:mulliken_charge:R:1
C -3.5418 -1.3198 2.8761 -2.21
C -2.6001 -0.2343 2.3256 2.66
C -3.2711 0.2593 1.0321 -1.65
C -2.5778 0.8413 3.4102 -1.42
C -1.1564 -0.7754 2.0661 -0.22
C -1.0386 -2.1517 1.8573 -0.73
C 0.1957 -2.7778 1.7952 -1.50
C 1.3591 -2.0355 1.8926 -0.59
C 1.3337 -0.6606 2.1165 -0.14
C 2.6782 0.1081 2.3246 2.67
C 3.8356 -0.8220 2.7309 -2.18
C 2.5623 1.1709 3.4159 -1.73
C 3.0901 0.8006 1.0286 -1.26
C 0.0630 -0.0354 2.1164 1.54
O 0.0874 1.3448 2.2572 -0.32
C -0.5498 2.2873 1.4474 1.67
C -0.7147 3.4804 2.3315 -2.10
N -1.8525 4.2316 2.3099 1.13
O -1.9197 5.3265 2.9401 -0.84
O -2.8319 3.8094 1.6191 -0.76
C 0.3004 2.6222 0.2425 -0.67
C 0.2525 1.7870 -0.8757 0.31
C 1.1373 2.0219 -1.9254 -0.77
C 2.1041 3.0310 -1.8251 -0.46
C 2.0896 3.9033 -0.7303 -0.75
C 1.1499 3.7284 0.2937 -0.06
H -3.1170 -1.8001 3.7645 0.43
H -4.4909 -0.8520 3.1768 0.45
H -3.7870 -2.0811 2.1293 0.45
H -2.6044 0.8456 0.3917 0.37
H -3.6246 -0.5956 0.4407 0.39
H -4.1371 0.8867 1.2829 0.41
H -1.9763 1.6970 3.1216 0.25
H -3.5944 1.2104 3.5891 0.43
H -2.1644 0.4166 4.3316 0.37
H -1.9361 -2.7603 1.7877 0.26
H 0.2506 -3.8641 1.7069 0.34
H 2.3294 -2.5330 1.8181 0.26
H 4.1274 -1.5105 1.9291 0.41
H 4.7260 -0.2167 2.9626 0.45
H 3.5939 -1.3990 3.6327 0.43
H 1.8283 1.9266 3.1363 0.15
H 2.2587 0.6974 4.3591 0.37
H 3.5372 1.6602 3.5623 0.46
H 2.3565 1.5707 0.7725 0.16
H 4.0681 1.2945 1.1373 0.45
H 3.1464 0.0861 0.1963 0.25
H -1.5299 1.9597 1.0822 -0.45
H 0.0580 3.7354 3.0574 0.43
H -0.4887 0.9826 -0.8818 0.26
H 1.0765 1.4099 -2.8217 0.37
H 2.8399 3.1749 -2.6219 0.35
H 2.7947 4.7279 -0.6641 0.38
H 1.0547 4.4204 1.1342 0.48
```

5.
ORCA calculation (the ωB97M-V functional and the def2-TZVPD basis) on one molecule with the formula C4H2O2.

As for the orbital gap: 0.363 Ha. For the total energy, the calculation gives -8272.168 eV. Its SMILES is O=CC#CC=O. The HOMO energy comes out at -0.405 Eh.

Geometry as XYZ:
```
8
Properties=species:S:1:pos:R:3:mulliken_charge:R:1
O -2.9479 0.2844 0.3332 -0.41
C -1.9781 -0.4326 0.3549 -0.34
C -0.6258 0.0044 0.0317 0.51
C 0.5452 0.2265 -0.1627 0.40
C 1.9756 0.4295 -0.3571 -0.33
O 2.7968 -0.1884 0.2769 -0.39
H -2.0297 -1.5001 0.6369 0.28
H 2.2638 1.1763 -1.1139 0.28
```

6.
ORCA calculation (the ωB97M-V functional and the def2-TZVPD basis) on C4H2OYb as an isolated structure.

As for the orbital gap (alpha / beta): 0.179 / 0.251 Ha. For the total energy, the calculation gives -37745.318 eV. The HOMO energy (alpha / beta) comes out at -0.391 / -0.462 Eh. Its total charge is +1. As for the expectation value of S²: 0.781. As for the multiplicity: 2.

Geometry as XYZ:
```
8
Properties=species:S:1:pos:R:3:mulliken_charge:R:1
C -1.8046 0.3285 -0.0758 -0.76
C 0.6073 1.2222 0.1469 -0.35
C -0.4361 0.4772 0.0237 0.03
C 1.1097 -1.9008 -0.1407 0.31
O 2.1823 -1.4762 -0.0408 -0.22
Yb 3.0760 0.8079 0.1949 1.44
H -2.4659 1.1926 -0.1545 0.30
H -2.2688 -0.6514 0.0464 0.25
```